Model one:
Density functional theory data (ωB97M-V with the def2-TZVPD basis set) for a single CH4N2O molecule.

Results
LUMO in eV: 1.0
Highest occupied orbital energy in eV: -9.43
SMILES: OC1NN1

Cartesian coordinates (Å):
O  -0.359  -0.066  -1.474
C  0.243  0.285  -0.360
N  0.720  -0.682  0.601
N  -0.424  0.227  0.848
H  -1.296  -0.407  -1.202
H  0.861  1.288  -0.497
H  0.502  -1.678  0.505
H  -0.246  1.032  1.580

Model two:
Density functional theory data (ωB97M-V with the def2-TZVPD basis set) for CH4N2O as an isolated structure.

Results
LUMO in eV: 0.1
Highest occupied orbital energy in eV: -8.84

Cartesian coordinates (Å):
C  0.248  -0.789  -0.318
H  0.968  0.858  1.322
H  -1.071  0.884  -0.092
H  1.247  -0.951  -0.599
H  -1.644  -0.910  -0.154
N  -0.055  0.500  -0.278
N  -0.800  -1.624  0.004
O  0.624  1.590  0.418

Model three:
Density functional theory data (ωB97M-V with the def2-TZVPD basis set) for a 2-piece molecular cluster, CH4N2O overall.

Results
LUMO (alpha / beta) in eV: -1.0 / 0.3
Highest occupied orbital energy (alpha / beta) in eV: -8.54 / -9.42

Cartesian coordinates (Å):
C  0.180  -0.007  -1.755
N  0.281  0.450  1.779
N  -0.123  -0.420  1.100
O  0.062  1.069  2.785
H  1.180  0.150  -1.360
H  -0.108  -0.811  -2.459
H  -0.537  0.657  -1.306
H  -0.935  -1.087  1.216

Which structure is most stable, and how do the rest compare? From most to least stable: model one, model two, model three.

Model one:
Density functional theory data (ωB97M-V with the def2-TZVPD basis set) for a single CH4N2O molecule.

Results
LUMO in eV: 0.5
Highest occupied orbital energy in eV: -10.19
SMILES: [H]/N=C/NO

Cartesian coordinates (Å):
H  2.667  0.112  0.213
N  1.613  -0.358  0.216
C  0.672  0.561  -0.045
N  -0.473  -0.211  -0.569
O  -1.714  -0.003  0.228
H  0.396  1.726  -0.259
H  -0.073  -1.224  -0.207
H  -1.286  0.025  1.161

Model two:
Density functional theory data (ωB97M-V with the def2-TZVPD basis set) for a single CH4N2O molecule.

Results
LUMO in eV: 0.9
Highest occupied orbital energy in eV: -9.77
SMILES: NC(N)=O

Cartesian coordinates (Å):
N  -0.048  1.201  0.322
C  0.384  -0.054  0.080
N  -0.567  -0.929  -0.565
O  1.530  -0.394  0.268
H  0.354  1.679  1.109
H  -0.943  1.556  0.036
H  -0.013  -1.344  -1.314
H  -0.697  -1.713  0.064

Model three:
Density functional theory data (ωB97M-V with the def2-TZVPD basis set) for a single CH4N2O molecule.

Results
LUMO (alpha / beta) in eV: -0.1 / -0.8
Highest occupied orbital energy (alpha / beta) in eV: -10.49 / -9.07
SMILES: [H]/N=[N+](/C)[O-]

Cartesian coordinates (Å):
H  -2.142  0.708  0.015
N  -1.275  1.158  -0.006
N  -0.472  -0.294  -0.080
C  0.952  -0.104  -0.026
O  -1.064  -1.393  -0.041
H  1.184  0.673  0.790
H  1.366  0.270  -1.024
H  1.451  -1.019  0.373

Which structure is most stable, and how do the rest compare? From most to least stable: model two, model one, model three.

Model one:
Density functional theory data (ωB97M-V with the def2-TZVPD basis set) for a single CH4N2O molecule.

Results
LUMO in eV: 0.9
Highest occupied orbital energy in eV: -9.79
SMILES: [H]/N=C\NO

Cartesian coordinates (Å):
H  -0.386  1.305  -0.960
N  -0.013  0.566  -1.477
C  0.216  -0.473  -0.752
N  0.206  -0.507  0.666
O  -0.521  0.570  1.136
H  0.693  -1.395  -1.139
H  -0.267  -1.348  1.069
H  0.072  1.282  1.456

Model two:
Density functional theory data (ωB97M-V with the def2-TZVPD basis set) for a single CH4N2O molecule.

Results
LUMO in eV: 1.0
Highest occupied orbital energy in eV: -10.17
SMILES: [H]/N=[N+](/C)[O-]

Cartesian coordinates (Å):
H  -1.997  -1.415  0.248
N  -0.954  -1.207  0.044
N  -0.679  -0.003  -0.034
C  1.035  0.372  -0.012
O  -1.304  0.986  -0.070
H  1.160  1.032  0.927
H  1.434  -0.589  -0.087
H  1.303  0.824  -1.016

Which structure is most stable, and how do the rest compare? From most to least stable: model one, model two.

Model one:
Density functional theory data (ωB97M-V with the def2-TZVPD basis set) for a single CH4N2O molecule.

Results
LUMO in eV: 0.8
Highest occupied orbital energy in eV: -9.51
SMILES: [H]/N=C/NO

Cartesian coordinates (Å):
H  -1.692  -0.002  1.928
N  -0.743  0.225  1.584
C  -0.618  0.022  0.332
N  0.546  0.338  -0.304
O  0.741  -0.349  -1.451
H  -1.369  -0.321  -0.417
H  1.376  0.301  0.289
H  0.845  -1.264  -1.147

Model two:
Density functional theory data (ωB97M-V with the def2-TZVPD basis set) for a 2-piece molecular cluster, CH4N2O overall.

Results
LUMO in eV: 1.1
Highest occupied orbital energy in eV: -12.11
SMILES: N#[N+][O-].C

Cartesian coordinates (Å):
N  2.045  -1.152  -0.005
N  2.516  -0.164  -0.010
O  2.957  0.911  0.074
C  -1.497  0.045  -0.016
H  -1.224  1.006  -0.166
H  -0.901  -0.455  0.838
H  -2.605  0.175  0.254
H  -1.291  -0.368  -0.969

Model three:
Density functional theory data (ωB97M-V with the def2-TZVPD basis set) for a 2-piece molecular cluster, CH4N2O overall.

Results
LUMO (alpha / beta) in eV: -0.5 / -0.5
Highest occupied orbital energy (alpha / beta) in eV: -9.57 / -9.58

Cartesian coordinates (Å):
C  0.259  0.533  0.020
N  -0.471  -1.677  0.000
N  -0.743  -0.495  -0.071
O  -2.450  0.291  0.082
H  0.101  1.129  0.838
H  1.106  0.010  -0.199
H  0.172  1.285  -0.781
H  -1.184  -2.311  0.009

Which structure is most stable, and how do the rest compare? From most to least stable: model one, model two, model three.

Model one:
Density functional theory data (ωB97M-V with the def2-TZVPD basis set) for CH4N2O as an isolated structure.

Results
LUMO in eV: -0.4
Highest occupied orbital energy in eV: -9.56

Cartesian coordinates (Å):
C  0.800  -0.546  0.052
N  -0.394  1.465  0.037
N  -0.360  0.241  0.100
O  -1.879  -0.575  0.093
H  0.423  -1.313  -0.697
H  1.164  -1.155  0.885
H  1.589  0.180  -0.254
H  -1.343  1.704  -0.216

Model two:
Density functional theory data (ωB97M-V with the def2-TZVPD basis set) for a 2-piece molecular cluster, CH4N2O overall.

Results
LUMO in eV: 0.2
Highest occupied orbital energy in eV: -9.10
SMILES: [H]/N=N\[H].C=O

Cartesian coordinates (Å):
H  -1.049  1.102  -0.218
N  -1.899  0.600  0.135
N  -1.818  -0.633  -0.007
H  -0.912  -0.863  -0.446
C  2.275  0.021  0.135
O  1.103  -0.015  -0.180
H  2.582  -0.477  1.021
H  2.918  0.465  -0.627

Which structure is most stable, and how do the rest compare? From most to least stable: model two, model one.

Model one:
Density functional theory data (ωB97M-V with the def2-TZVPD basis set) for a 2-piece molecular cluster, C2H2N2O2 overall.

Results
LUMO in eV: 0.6
Highest occupied orbital energy in eV: -10.72
SMILES: N=C=N.O=C=O

Cartesian coordinates (Å):
N  -0.696  -0.007  1.111
C  0.506  -0.255  1.133
N  1.725  -0.325  1.177
H  -1.327  -0.609  1.626
H  2.210  -0.847  0.459
O  -1.895  1.464  -1.461
C  -0.770  1.169  -1.519
O  0.358  0.884  -1.619

Model two:
Density functional theory data (ωB97M-V with the def2-TZVPD basis set) for a single C2H2N2O2 molecule.

Results
LUMO in eV: 0.5
Highest occupied orbital energy in eV: -11.00
SMILES: Oc1ncno1

Cartesian coordinates (Å):
O  1.503  -1.156  -0.622
C  0.520  -0.311  -0.036
N  -0.166  -0.649  0.914
C  -1.312  0.358  0.785
N  -1.076  1.236  -0.174
O  0.177  0.726  -0.792
H  2.036  -1.691  0.076
H  -2.024  0.736  1.557

Which structure is most stable, and how do the rest compare? From most to least stable: model one, model two.

Model one:
Density functional theory data (ωB97M-V with the def2-TZVPD basis set) for a 2-piece molecular cluster, C2H2N2O2 overall.

Results
LUMO in eV: 0.5
Highest occupied orbital energy in eV: -10.70
SMILES: N=C=N.O=C=O

Cartesian coordinates (Å):
N  0.675  -1.098  0.316
C  1.185  -0.174  -0.313
N  1.754  0.799  -0.785
H  0.702  -2.028  -0.082
H  1.225  1.419  -1.385
O  -2.318  -0.511  1.362
C  -1.836  0.354  0.752
O  -1.387  1.239  0.135

Model two:
Density functional theory data (ωB97M-V with the def2-TZVPD basis set) for a 2-piece molecular cluster, C2H2N2O2 overall.

Results
LUMO (alpha / beta) in eV: -1.1 / -1.1
Highest occupied orbital energy (alpha / beta) in eV: -9.83 / -9.83
SMILES: OC1=NO1.C#N

Cartesian coordinates (Å):
O  -1.130  -1.622  -0.520
C  -0.656  -0.402  -0.601
N  0.017  0.445  -1.250
O  -1.356  0.741  -0.415
H  -0.875  -1.981  -1.374
C  1.161  0.915  1.099
N  2.138  -0.045  1.969
H  0.700  1.960  1.097

Which structure is most stable, and how do the rest compare? From most to least stable: model one, model two.

Model one:
Density functional theory data (ωB97M-V with the def2-TZVPD basis set) for a single C2H7N3 molecule.

Results
LUMO in eV: 0.8
Highest occupied orbital energy in eV: -8.63
SMILES: [H]/N=C/N(C)N

Cartesian coordinates (Å):
H  -0.052  1.478  2.749
N  0.005  0.593  2.211
C  -0.021  0.826  0.959
N  -0.126  -0.117  -0.024
C  0.168  0.118  -1.431
N  -0.263  -1.470  0.396
H  0.029  1.851  0.560
H  0.057  1.163  -1.624
H  -0.516  -0.365  -2.125
H  1.200  -0.204  -1.644
H  0.620  -1.956  0.025
H  -1.102  -1.918  -0.052

Model two:
Density functional theory data (ωB97M-V with the def2-TZVPD basis set) for C2H7N3 as an isolated structure.

Results
LUMO in eV: 0.7
Highest occupied orbital energy in eV: -9.35

Cartesian coordinates (Å):
C  -0.732  -0.644  0.217
C  0.155  0.518  -0.059
H  0.339  -2.509  -0.441
H  -0.337  -1.206  -1.942
H  -1.680  -0.085  0.483
H  -0.278  -1.044  1.092
H  1.132  2.095  0.908
H  0.062  1.068  2.002
H  1.033  1.624  -1.349
N  -0.750  -1.788  -0.660
N  0.472  1.332  1.046
N  0.584  0.638  -1.296

Which structure is most stable, and how do the rest compare? From most to least stable: model one, model two.

Model one:
Density functional theory data (ωB97M-V with the def2-TZVPD basis set) for a single C2H7N3 molecule.

Results
LUMO in eV: 1.0
Highest occupied orbital energy in eV: -9.28
SMILES: [H]/N=C(/C)NN

Cartesian coordinates (Å):
H  -0.525  1.954  -0.090
N  0.403  1.596  -0.012
C  0.382  0.316  0.003
C  1.723  -0.486  -0.023
N  -0.726  -0.506  -0.153
N  -2.124  -0.151  -0.007
H  1.644  -1.597  -0.345
H  2.393  0.145  -0.750
H  2.107  -0.557  1.060
H  -0.588  -1.540  0.164
H  -2.325  0.343  0.868
H  -2.363  0.483  -0.718

Model two:
Density functional theory data (ωB97M-V with the def2-TZVPD basis set) for a single C2H7N3 molecule.

Results
LUMO in eV: 0.8
Highest occupied orbital energy in eV: -8.93
SMILES: [H]/N=C(\N)CN

Cartesian coordinates (Å):
H  0.509  0.812  1.967
N  -0.056  0.182  1.419
C  0.226  0.478  0.181
N  1.011  1.439  -0.324
C  -0.425  -0.444  -0.854
N  -0.863  -1.703  -0.305
H  1.642  2.200  0.264
H  0.907  1.756  -1.267
H  0.325  -0.717  -1.676
H  -1.270  0.111  -1.326
H  -1.578  -1.637  0.423
H  0.009  -2.154  0.120

Model three:
Density functional theory data (ωB97M-V with the def2-TZVPD basis set) for a single C2H7N3 molecule.

Results
LUMO in eV: 1.1
Highest occupied orbital energy in eV: -8.99
SMILES: [H]/N=N/NCC

Cartesian coordinates (Å):
H  -3.645  0.790  0.607
N  -3.108  0.242  -0.066
N  -1.926  0.132  0.316
N  -1.040  -0.455  -0.404
C  0.282  -0.751  0.111
C  1.143  0.487  0.091
H  -1.269  -0.932  -1.268
H  0.738  -1.433  -0.731
H  0.377  -1.365  1.004
H  0.826  1.269  0.761
H  2.183  0.331  0.364
H  1.119  0.899  -0.906

Which structure is most stable, and how do the rest compare? From most to least stable: model two, model one, model three.